(1)
Density functional theory data (ωB97M-V/def2-TZVPD) for an isolated molecule of C5H6O2.

The geometry in XYZ format:
```
13
Properties=species:S:1:pos:R:3:forces:R:3
C 2.763 -0.559 -0.823 -0.8232 -0.1088 0.4295
C 1.614 -0.528 -0.436 0.1286 -0.1963 0.0882
C 0.180 -0.146 -0.269 -0.3472 0.0715 0.0464
C 0.075 1.158 0.451 -0.2222 0.5479 -0.0605
O -0.705 2.034 0.151 0.4443 0.0194 0.1001
C -1.168 -0.699 0.532 0.5611 -0.3946 -0.1033
O -2.243 -0.278 -0.255 0.0139 0.0696 -0.0146
H 3.786 -0.594 -1.167 -0.5524 -0.0528 0.2556
H -0.216 -0.113 -1.286 -0.0319 0.2716 0.1208
H 0.603 1.135 1.428 0.1673 0.3922 -0.2262
H -1.294 -0.255 1.544 0.6418 -0.2750 -0.3884
H -1.209 -1.777 0.648 0.1353 -0.0859 -0.2549
H -2.186 0.695 -0.315 -0.1154 -0.2588 0.0074
```
Positions in Å, forces in eV/Å.

Spin multiplicity: 1
SMILES string: C#C[C@H](C=O)CO

Okay, here come the natural (NBO) numbers, in e, for every atom:
1. C -0.21
2. C -0.03
3. C -0.43
4. C 0.45
5. O -0.56
6. C -0.03
7. O -0.71
8. H 0.24
9. H 0.27
10. H 0.13
11. H 0.18
12. H 0.21
13. H 0.49

---

(2)
Density functional theory data (ωB97M-V/def2-TZVPD) for a 2-piece molecular cluster, C5H6O2 overall.

The geometry in XYZ format:
```
13
Properties=species:S:1:pos:R:3:forces:R:3
C -1.226 -1.206 -0.158 -0.0023 -0.0265 0.0515
C -0.401 -0.008 0.253 0.1232 -0.0279 0.3107
C 0.496 2.156 -0.483 -0.0703 -0.0987 -0.0641
C -0.263 1.095 -0.747 0.1190 0.2146 -0.0099
C 1.943 -2.159 1.260 1.0733 0.5575 0.7532
O 2.769 -1.672 1.870 -1.0199 -0.6148 -0.7495
O 0.137 0.057 1.343 -0.2612 -0.0140 -0.4016
H -1.218 -1.949 0.640 -0.0073 0.0996 -0.1028
H -0.825 -1.648 -1.077 -0.0323 0.0982 0.1054
H -2.258 -0.898 -0.368 0.1472 -0.0054 0.0130
H 1.013 2.228 0.471 -0.0718 -0.0367 -0.1102
H 0.628 2.966 -1.195 -0.0666 -0.1442 0.0874
H -0.791 0.996 -1.692 0.0689 -0.0018 0.1169
```
Positions in Å, forces in eV/Å.

Spin multiplicity: 1

Okay, here come the natural (NBO) numbers, in e, for every atom:
1. C -0.72
2. C 0.55
3. C -0.28
4. C -0.33
5. C 0.50
6. O -0.50
7. O -0.55
8. H 0.24
9. H 0.23
10. H 0.23
11. H 0.22
12. H 0.20
13. H 0.21

---

(3)
Density functional theory data (ωB97M-V/def2-TZVPD) for an isolated molecule of C5H6O2S.

The geometry in XYZ format:
```
14
Properties=species:S:1:pos:R:3:forces:R:3
C 0.873 -1.138 1.194 0.2742 -0.0741 0.1059
O 0.723 -1.486 -0.192 0.1305 -0.2121 0.0765
C 0.694 -0.570 -1.157 -0.1694 -0.4546 -0.3084
S 0.823 -1.016 -2.719 -0.0231 0.2216 0.4267
C 0.501 0.847 -0.786 0.1828 0.7352 0.0976
C -0.606 1.381 -0.255 0.0805 0.0006 -0.1870
C -1.827 0.598 0.044 -0.2379 0.5615 0.3316
O -2.797 1.101 0.574 0.4810 -0.4199 -0.3244
H 1.218 -2.050 1.698 -0.1752 0.3102 -0.2550
H -0.067 -0.809 1.620 -0.2324 -0.0303 0.0640
H 1.607 -0.345 1.334 0.0425 -0.0488 -0.0957
H 1.346 1.498 -1.041 -0.3388 -0.2175 0.0888
H -0.679 2.455 -0.072 0.0680 -0.3092 -0.0214
H -1.808 -0.467 -0.242 -0.0826 -0.0626 0.0010
```
Positions in Å, forces in eV/Å.

Spin multiplicity: 1
SMILES string: COC(=S)/C=C\C=O

Okay, here come the natural (NBO) numbers, in e, for every atom:
1. C -0.26
2. O -0.49
3. C 0.18
4. S 0.00
5. C -0.23
6. C -0.28
7. C 0.37
8. O -0.50
9. H 0.21
10. H 0.19
11. H 0.19
12. H 0.25
13. H 0.23
14. H 0.13

---

Listing F_max for the structures above in their given order: 0.9; 1.4; 0.8 eV/A.
Listing electronic energy for the structures above in their given order: -344.4760; -344.5662; -742.7243 a.u..